# C5H10NO

2 unconnected molecules or ions with the total composition C5H10NO at a distorted geometry (ωB97M-V with the def2-TZVPD basis set, the OMol25 dataset).

Charge: +1
Highest occupied orbital energy (spin up / spin down) (eV): -14.1 / -14.6
Energy relative to the best compared isomer or geometry (same formula, charge and spin) (kJ/mol): 647.94
Frontier orbital gap (spin up / spin down) (eV): 8.7 / 8.0
Electronic energy (eV): -8871.865
Strongest force on any atom (eV/Å): 3.39

Cartesian coordinates (Å):
C 0.99 -0.99 1.37
C -1.44 -0.60 -0.58
C -0.99 0.18 0.41
C -2.70 -0.32 -1.26
C 2.69 1.09 0.14
N 0.24 -0.10 0.94
O 1.38 1.41 0.12
H 2.03 -1.00 1.28
H 0.40 -1.87 1.61
H -0.80 -1.51 -0.71
H -1.63 0.99 0.85
H -3.38 -1.29 -1.37
H -3.20 0.57 -0.89
H -2.58 0.07 -2.35
H 2.93 0.87 1.14
H 3.19 2.05 -0.08
H 2.88 0.46 -0.63

Löwdin population analysis, charges in e, atoms 1 to 5: 0.15, -0.08, -0.08, -0.08, -0.16

***

# H13NO5

6 unconnected molecules or ions with the total composition H13NO5 at a distorted geometry (ωB97M-V with the def2-TZVPD basis set, the OMol25 dataset).

Highest occupied orbital energy (eV): -10.9
Energy relative to the best compared isomer or geometry (same formula, charge and spin) (kJ/mol): 143.40
Frontier orbital gap (eV): 11.1
Electronic energy (eV): -11938.389
SMILES string: N.O.O.O.O.O
Strongest force on any atom (eV/Å): 2.03

Cartesian coordinates (Å):
N -1.62 0.50 -1.86
H -2.43 1.07 -2.06
H -2.02 -0.44 -1.81
H -1.14 0.28 -2.73
O 1.48 -6.37 -1.55
H 2.07 -6.74 -2.20
H 0.82 -5.87 -2.02
O 0.58 2.46 -4.02
H 0.67 1.81 -3.32
H 1.07 3.22 -3.68
O 0.19 1.01 0.51
H -0.28 0.74 -0.28
H 1.06 0.66 0.33
O 1.42 1.89 5.03
H 1.39 1.28 4.27
H 0.69 2.47 4.87
O -1.18 1.01 3.53
H -1.37 0.56 2.71
H -1.39 0.48 4.27

Löwdin population analysis, charges in e, atoms 1 to 5: 0.02, 0.03, 0.04, 0.02, -0.05

***

# C23H16AsO5Sn

A molecular structure, C23H16AsO5Sn at a distorted geometry (ωB97M-V with the def2-TZVPD basis set, the OMol25 dataset).

Charge: +3
Highest occupied orbital energy (spin up / spin down) (eV): -17.8 / -17.8
Frontier orbital gap (spin up / spin down) (eV): 4.7 / 4.7
Electronic energy (eV): -100982.956
Strongest force on any atom (eV/Å): 6.04

Cartesian coordinates (Å):
O -4.51 -6.55 0.72
C -3.76 -5.74 0.40
Sn -1.32 -2.75 -0.22
O -3.83 -3.10 2.10
C -2.97 -2.65 1.48
C 0.35 -3.05 -2.49
O 0.99 -2.93 -3.43
C -2.99 -1.70 -2.04
O -3.76 -1.44 -2.84
C 0.48 -3.70 1.11
O 1.23 -4.42 1.60
H -1.56 -4.17 -1.21
C 4.36 0.78 1.99
C 3.38 0.05 2.69
C 2.14 -0.22 2.10
C 1.85 0.26 0.81
C 2.80 1.03 0.14
C 4.06 1.27 0.71
As 0.06 -0.17 0.08
C -0.94 1.15 1.18
C -2.04 0.69 1.90
C -2.70 1.55 2.79
C -2.27 2.87 2.93
C -1.16 3.33 2.21
C -0.49 2.47 1.32
C 0.24 0.64 -1.73
C -0.68 1.55 -2.24
C -0.58 1.97 -3.58
C 0.44 1.47 -4.39
C 1.36 0.55 -3.88
C 1.27 0.14 -2.54
H 5.33 0.97 2.44
H 3.59 -0.31 3.70
H 1.38 -0.80 2.64
H 2.56 1.45 -0.84
H 4.80 1.85 0.16
H -2.36 -0.35 1.78
H -3.56 1.19 3.36
H -2.79 3.55 3.62
H -0.82 4.36 2.32
H 0.38 2.82 0.76
H -1.46 1.95 -1.59
H -1.28 2.70 -3.97
H 0.55 1.82 -5.43
H 2.17 0.17 -4.50
H 2.03 -0.52 -2.11

Löwdin population analysis, charges in e, atoms 1 to 5: 0.09, 0.02, 0.88, 0.22, -0.03

***

# C9H23Br4MnN4O9

A molecular structure, C9H23Br4MnN4O9 at a distorted geometry (ωB97M-V with the def2-TZVPD basis set, the OMol25 dataset).

Charge: +1
Highest occupied orbital energy (spin up / spin down) (eV): -12.3 / -12.3
Frontier orbital gap (spin up / spin down) (eV): 6.2 / 6.1
Electronic energy (eV): -345563.795
Spin multiplicity: 6
Strongest force on any atom (eV/Å): 3.60

Cartesian coordinates (Å):
Mn 3.20 -10.71 8.19
C 0.11 -10.70 9.20
O 1.49 -11.03 9.23
H -0.43 -11.46 9.77
H -0.12 -9.72 9.62
H -0.29 -10.74 8.18
Br -3.89 -9.21 10.79
C -2.74 -9.60 12.30
C -3.32 -10.79 13.06
Br -2.26 -11.50 14.60
H -2.48 -8.76 12.94
H -1.82 -9.96 11.83
H -3.61 -11.58 12.39
H -4.19 -10.46 13.63
Br 4.43 -12.22 12.04
C 3.05 -10.85 12.23
C 2.98 -10.24 13.59
Br 1.94 -8.59 13.56
H 2.06 -11.15 11.87
H 3.38 -10.17 11.44
H 3.97 -9.92 13.91
H 2.67 -10.87 14.42
C 1.68 -7.23 9.56
N 0.78 -6.17 9.97
O 1.19 -5.05 10.04
O -0.34 -6.61 10.22
H 1.58 -8.13 10.16
H 2.71 -6.89 9.41
H 1.42 -7.61 8.57
C -2.78 -9.14 7.25
N -2.23 -9.25 5.83
O -1.01 -9.22 5.77
O -3.00 -9.18 4.91
H -1.94 -8.74 7.79
H -2.73 -10.21 7.47
H -3.78 -8.75 7.40
C 0.90 -11.33 4.81
N 2.34 -11.58 5.15
O 2.60 -11.72 6.36
O 3.17 -11.71 4.30
H 0.57 -12.09 4.11
H 0.90 -10.33 4.38
H 0.39 -11.36 5.76
C -3.40 -12.98 7.48
N -2.86 -13.39 6.12
O -1.71 -13.10 5.90
O -3.57 -14.12 5.47
H -3.89 -13.86 7.89
H -4.18 -12.24 7.35
H -2.65 -12.63 8.19

Löwdin population analysis, charges in e, atoms 1 to 5: 1.27, -0.22, -0.43, 0.08, 0.06

***

# C12H17Br6NO2

4 unconnected molecules or ions with the total composition C12H17Br6NO2 at a distorted geometry (ωB97M-V with the def2-TZVPD basis set, the OMol25 dataset).

Highest occupied orbital energy (eV): -9.7
Energy relative to the best compared isomer or geometry (same formula, charge and spin) (kJ/mol): 87.46
Frontier orbital gap (eV): 8.8
Electronic energy (eV): -438556.350
SMILES string: O=[N+]([O-])c1ccccc1.BrCCBr.BrCCBr.BrCCBr
Strongest force on any atom (eV/Å): 4.46

Cartesian coordinates (Å):
O 15.52 -22.09 0.23
N 15.03 -22.19 -0.84
O 14.83 -21.27 -1.66
C 14.87 -23.59 -1.30
C 14.23 -23.83 -2.52
C 14.20 -25.02 -3.08
C 14.61 -26.14 -2.35
C 15.23 -26.02 -1.08
C 15.37 -24.73 -0.60
H 13.88 -23.02 -3.13
H 13.77 -25.24 -4.04
H 14.46 -27.09 -2.85
H 15.65 -26.91 -0.63
H 15.95 -24.62 0.30
Br 17.80 -17.75 0.74
C 16.48 -19.26 0.51
C 15.02 -18.68 0.47
Br 14.73 -17.59 -1.15
H 16.55 -19.79 1.47
H 16.68 -19.88 -0.36
H 14.75 -18.12 1.37
H 14.39 -19.56 0.34
Br 18.40 -30.03 -0.57
C 18.36 -29.66 1.32
C 17.33 -28.62 1.47
Br 17.11 -28.21 3.41
H 19.37 -29.45 1.70
H 18.09 -30.58 1.84
H 16.34 -28.84 1.08
H 17.72 -27.74 0.97
Br 18.49 -20.97 -2.85
C 17.20 -20.27 -4.19
C 17.54 -20.64 -5.58
Br 18.08 -22.43 -5.77
H 17.13 -19.20 -4.04
H 16.25 -20.75 -3.95
H 18.42 -20.03 -5.81
H 16.77 -20.44 -6.32

Löwdin population analysis, charges in e, atoms 1 to 5: 0.10, -0.33, 0.03, -0.09, -0.04

***

# H3O4PS

2 unconnected molecules or ions with the total composition H3O4PS at a distorted geometry (ωB97M-V with the def2-TZVPD basis set, the OMol25 dataset).

Highest occupied orbital energy (spin up / spin down) (eV): -9.2 / -9.2
Energy relative to the best compared isomer or geometry (same formula, charge and spin) (kJ/mol): 192.22
Frontier orbital gap (spin up / spin down) (eV): 7.0 / 7.0
Electronic energy (eV): -28362.167
SMILES string: OP(O)O.O=S
Strongest force on any atom (eV/Å): 2.33

Cartesian coordinates (Å):
O -2.20 0.29 -0.44
P -0.57 0.22 -0.54
O -0.59 -1.24 0.40
O -0.13 1.29 0.62
H -2.68 0.82 -1.13
H -0.17 -1.95 -0.11
H 0.68 0.87 0.91
O 2.13 -0.37 0.10
S 3.53 0.08 0.18

Löwdin population analysis, charges in e, atoms 1 to 5: -0.29, 0.73, -0.29, -0.27, 0.08